Density functional theory data (wB97M-V/def2-TZVPD) for a single C2H5N5O molecule in a non-equilibrium geometry.

Values from the calculation:
**E_HOMO**: -7.85 eV
**Kohn-Sham gap**: 8.5 eV
**Molecular weight**: 115.10 g/mol
**Structure (SMILES)**: Nn1[nH]nc/c1=N\O
**ΔE to the lowest compared entry with this formula, charge and spin**: 4.051 eV
**E_tot**: -11648.4933 eV

```
! RIJCOSX wB97M-V def2-TZVPD def2/J DEFGRID3
* xyz 0 1
C 1.293 0.054 -0.964
C 0.072 0.397 -0.335
H -1.029 -0.054 1.801
H -2.253 -0.918 1.004
H 0.213 -2.737 -0.263
H 1.949 0.687 -1.561
H -0.241 3.341 -0.003
N -1.207 -0.908 1.278
N -0.548 -0.854 0.042
N 0.474 -1.799 -0.111
N 1.482 -1.226 -0.886
N -0.502 1.471 0.119
O 0.298 2.548 -0.120
*
```



Density functional theory data (wB97M-V/def2-TZVPD) for a single C2H3N3 molecule in a non-equilibrium geometry.

Values from the calculation:
**E_HOMO**: -10.46 eV
**Kohn-Sham gap**: 11.6 eV
**Molecular weight**: 69.07 g/mol
**Structure (SMILES)**: c1cn[nH]n1
**ΔE to the lowest compared entry with this formula, charge and spin**: 1.791 eV
**E_tot**: -6590.7841 eV

```
! RIJCOSX wB97M-V def2-TZVPD def2/J DEFGRID3
* xyz 0 1
N 0.049 -0.429 1.132
C 0.278 -0.904 -0.069
C -0.079 0.082 -1.009
N -0.455 1.189 -0.383
N -0.454 0.833 0.878
H 0.076 1.090 1.752
H 0.661 -1.902 -0.217
H -0.076 0.040 -2.086
*
```



Density functional theory data (wB97M-V/def2-TZVPD) for a molecular structure, C19H31BrCrN3O2Si2Te.

Values from the calculation:
**E_HOMO (alpha / beta)**: -11.30 / -11.61 eV
**Kohn-Sham gap (alpha / beta)**: 8.7 / 8.9 eV
**<S²>**: 6.02
**Molecular weight**: 649.15 g/mol
**E_tot**: -150282.7504 eV

```
! RIJCOSX wB97M-V def2-TZVPD def2/J DEFGRID3
* xyz 1 5
Cr 0.368 -0.174 0.663
Br -0.046 -0.519 4.345
C -0.668 -1.971 3.297
C -1.339 -3.024 3.897
C -1.759 -4.056 3.076
C -1.503 -4.001 1.712
C -0.838 -2.896 1.218
N -0.416 -1.898 2.008
C -0.557 -2.751 -0.269
O -0.718 -3.691 -1.007
O -0.126 -1.568 -0.613
H -1.521 -3.030 4.961
H -2.286 -4.900 3.499
H -1.805 -4.779 1.027
N -0.949 0.949 -1.891
C -1.753 1.343 -0.855
C -2.825 2.231 -1.037
C -3.570 2.607 0.050
C -3.267 2.105 1.321
C -2.197 1.260 1.428
N -1.436 0.896 0.373
H -1.252 1.237 -2.809
H -0.629 -0.017 -1.860
H -3.056 2.594 -2.028
H -4.401 3.287 -0.081
H -3.847 2.369 2.192
H -1.900 0.845 2.385
C 6.103 -2.695 -0.466
Si 4.511 -3.426 -1.096
C 4.676 -3.929 -2.876
C 3.953 -4.855 -0.043
C 3.158 -2.113 -1.015
Te 2.898 -1.194 0.890
C 4.007 0.590 0.567
Si 3.391 1.988 1.661
C 4.156 3.590 1.134
C 3.715 1.611 3.449
C 1.520 2.092 1.391
H 6.899 -3.440 -0.532
H 6.037 -2.389 0.581
H 6.413 -1.831 -1.058
H 5.426 -4.713 -2.993
H 4.984 -3.084 -3.496
H 3.734 -4.312 -3.273
H 4.760 -5.576 0.100
H 3.113 -5.377 -0.504
H 3.640 -4.524 0.951
H 2.180 -2.543 -1.246
H 3.308 -1.281 -1.706
H 3.858 0.848 -0.484
H 5.061 0.365 0.728
H 5.245 3.532 1.174
H 3.845 4.415 1.777
H 3.872 3.836 0.108
H 4.772 1.735 3.692
H 3.438 0.584 3.706
H 3.146 2.279 4.099
H 1.250 2.180 0.333
H 1.092 2.959 1.900
H 0.982 1.265 1.903
*
```



Density functional theory data (wB97M-V/def2-TZVPD) for a single C5H10O molecule.

Values from the calculation:
**E_HOMO**: -9.95 eV
**Kohn-Sham gap**: 11.0 eV
**Molecular weight**: 86.13 g/mol
**Structure (SMILES)**: CCC1(O)CC1
**ΔE to the lowest compared entry with this formula, charge and spin**: 1.000 eV
**E_tot**: -7393.7650 eV

```
! RIJCOSX wB97M-V def2-TZVPD def2/J DEFGRID3
* xyz 0 1
C -1.217 -1.655 0.316
C -1.028 -0.143 0.230
C 0.419 0.307 0.179
O 1.180 -0.075 1.298
C 1.217 0.335 -1.086
C 0.741 1.626 -0.462
H -2.276 -1.905 0.453
H -0.657 -2.066 1.161
H -0.870 -2.153 -0.597
H -1.488 0.332 1.108
H -1.558 0.254 -0.646
H 1.084 0.608 1.971
H 2.270 0.104 -0.960
H 0.781 0.008 -2.026
H 1.477 2.270 0.012
H -0.075 2.153 -0.952
*
```



Density functional theory data (wB97M-V/def2-TZVPD) for a single C9H11FN2O molecule in a non-equilibrium geometry.

Values from the calculation:
**E_HOMO**: -8.66 eV
**Kohn-Sham gap**: 9.4 eV
**Molecular weight**: 182.20 g/mol
**Structure (SMILES)**: Fc1ncccc1OC[C@@H]1CCN1
**ΔE to the lowest compared entry with this formula, charge and spin**: 5.454 eV
**E_tot**: -17250.9695 eV

```
! RIJCOSX wB97M-V def2-TZVPD def2/J DEFGRID3
* xyz 0 1
C -0.411 1.992 -0.131
C 1.325 3.289 0.097
C 1.501 2.713 1.350
C 0.724 1.641 1.832
C -0.245 1.157 1.101
C -0.910 -1.184 1.157
C -1.044 -1.386 -0.527
C -0.120 -2.691 -0.662
C 0.195 -2.145 -2.059
H 2.142 3.966 -0.298
H 2.145 3.161 2.038
H 1.073 1.334 2.921
H -1.716 -2.043 1.536
H 0.207 -1.569 1.468
H -2.168 -1.311 -0.792
H 0.657 -2.556 0.337
H -0.592 -3.720 -0.504
H -0.538 -2.603 -2.793
H 1.306 -2.259 -2.448
H -0.739 0.006 -2.060
N 0.225 2.986 -0.649
N -0.187 -0.747 -1.526
O -1.122 0.219 1.499
F -1.709 1.749 -0.889
*
```